--- 1 ---
Below is an isolated molecule of C6H10N2, with properties calculated with ωB97M-V/def2-TZVPD.

Output
HOMO ... -8.21 eV
HOMO-LUMO gap ... 9.304 eV
LUMO ... 1.09 eV

Each line ends with the Mulliken charge.
Positions of all 18 atoms, in Å:
H: 1.375 1.047 -1.989  0.302
C: -0.340 0.533 -0.563  -0.413
C: -1.551 0.130 1.184  -0.536
H: 1.259 1.061 1.247  0.337
C: 0.579 0.275 -1.854  -0.531
H: -2.540 -0.431 1.255  0.274
H: 1.739 -1.418 -1.741  0.218
C: 0.703 0.252 0.542  -0.016
H: 1.877 -1.815 0.452  0.279
N: 1.003 -1.004 -1.339  -0.302
H: -0.772 -0.459 -0.648  0.443
N: -1.445 1.117 0.117  -0.525
H: 0.132 -0.768 2.289  0.321
C: 1.020 -1.111 0.176  -0.327
H: -1.280 2.174 0.346  0.302
C: -0.191 -0.624 1.181  -0.432
H: -1.506 0.819 2.126  0.306
H: -0.063 0.225 -2.780  0.299

---

--- 2 ---
Below is an isolated molecule of C6H10N2, with properties calculated with ωB97M-V/def2-TZVPD.

Output
HOMO ... -9.55 eV
HOMO-LUMO gap ... 10.695 eV
LUMO ... 1.15 eV

Each line ends with the Mulliken charge.
Positions of all 18 atoms, in Å:
H: 1.977 1.807 -2.472  0.256
C: -0.801 -0.641 1.932  -0.548
H: -1.205 -0.028 2.683  0.304
C: 1.542 1.174 -0.526  -0.271
H: 0.915 -0.860 -1.584  0.311
C: 0.030 1.285 -0.608  -0.286
H: -2.722 -1.696 1.527  0.248
C: -0.436 -0.160 -0.312  0.510
H: -1.187 -2.422 0.836  0.304
N: -1.414 -0.252 0.672  -0.365
H: 3.478 1.199 -1.537  0.259
H: -0.467 1.870 0.264  0.208
C: 2.396 1.385 -1.575  -0.684
H: 0.190 -1.077 2.115  0.254
H: 1.984 0.894 0.414  0.273
C: -1.688 -1.622 1.267  -0.323
H: -0.291 1.680 -1.592  0.267
N: 0.140 -1.161 -0.919  -0.719

---

--- 3 ---
Below is a cluster of 2 separate species, C6H10N2 in total, with properties calculated with ωB97M-V/def2-TZVPD.

Output
HOMO ... -7.59 eV
HOMO-LUMO gap ... 8.449 eV
LUMO ... 0.86 eV

Each line ends with the Mulliken charge.
Positions of all 18 atoms, in Å:
C: 1.665 0.239 -1.327  -1.486
C: 1.021 0.401 -0.016  0.484
H: -3.299 1.529 -0.051  0.276
C: -0.213 0.772 0.181  0.423
N: -1.282 1.393 0.182  -0.422
H: 2.788 -0.129 1.128  0.327
H: 1.193 -0.633 1.802  0.293
H: -2.543 -0.215 0.048  0.275
H: -2.773 0.744 1.374  0.324
H: 2.233 -0.677 -1.350  0.377
H: -1.023 -2.589 -1.733  0.276
C: 1.744 0.189 1.341  -1.151
H: 2.530 0.922 -1.365  0.336
H: 1.655 1.124 1.870  0.318
C: -2.577 0.770 0.329  -0.763
C: -1.026 -2.306 -0.701  0.123
H: 0.955 0.407 -2.083  0.391
N: -1.046 -1.940 0.372  -0.400

---

--- 4 ---
Below is a structure of composition C6H10N2, with properties calculated with ωB97M-V/def2-TZVPD.

Output
HOMO (spin up / spin down) ... -7.91 / -7.91 eV
HOMO-LUMO gap (spin up / spin down) ... 7.842 / 7.843 eV
LUMO (spin up / spin down) ... -0.07 / -0.07 eV

Each line ends with the Mulliken charge.
Positions of all 18 atoms, in Å:
C: -1.378 1.752 0.115  -1.066
N: 2.620 -1.143 -0.230  -0.633
H: -1.445 -1.083 1.574  0.273
H: -0.712 2.568 -0.139  0.321
C: 0.487 0.111 -0.618  0.459
H: -2.417 1.992 0.299  0.320
H: 0.833 1.147 1.515  0.433
H: 2.530 -1.459 -1.193  0.271
C: -0.936 0.497 0.209  0.919
H: 0.850 -1.728 0.782  0.256
N: 0.420 -0.016 -1.909  -0.827
C: -1.748 -0.701 0.597  -1.352
C: 1.325 -0.861 0.325  -0.172
C: 0.984 0.489 0.677  -0.506
H: -0.194 0.700 -2.301  0.271
H: -1.634 -1.508 -0.129  0.318
H: 3.220 -0.327 -0.222  0.289
H: -2.804 -0.431 0.648  0.426

---

The structure shown above that is least stable: 1.